1.
Here is an isolated molecule of C8H11IO at a distorted geometry from OMol25. Energies are from ωB97M-V with the def2-TZVPD basis set.

Last column: Löwdin charge in e.
Positions of all 21 atoms, in Å:
C (0.590, 0.608, 0.479)  -0.26
C (0.893, -0.452, -0.568)  -0.31
C (0.657, 2.968, 0.134)  0.02
C (-0.900, 0.921, 0.618)  -0.19
C (-0.358, -1.024, -1.091)  -0.22
C (-1.662, -0.392, 0.924)  -0.18
C (-1.234, -1.513, -0.039)  -0.22
C (2.157, -0.847, -0.799)  -0.58
O (1.374, 1.879, 0.285)  -0.21
I (3.974, -0.153, -0.035)  0.84
H (1.143, 0.168, 1.461)  0.19
H (1.462, 3.668, -0.031)  0.05
H (-1.257, 1.623, 1.373)  0.12
H (-1.208, 1.403, -0.345)  0.13
H (-0.881, -0.339, -1.698)  0.12
H (-0.196, -1.884, -1.732)  0.13
H (-1.544, -0.843, 1.961)  0.13
H (-2.755, -0.031, 0.687)  0.14
H (-2.115, -2.018, -0.485)  0.13
H (-0.549, -2.181, 0.596)  0.14
H (2.412, -1.559, -1.694)  0.07

Summary:
total charge	0
Kohn-Sham gap (alpha / beta)	7.29 / 8.23	eV
expectation value of S²	2.005
E_LUMO (alpha / beta)	0.021 / -0.026	Eh
HOMO (alpha / beta)	-6.72 / -8.94	eV
spin multiplicity	3

2.
Here is a cluster of 2 separate species, C8H11N in total at a distorted geometry from OMol25. Energies are from ωB97M-V with the def2-TZVPD basis set.

Last column: Löwdin charge in e.
Positions of all 20 atoms, in Å:
C (2.084, -0.143, 2.166)  -0.06
C (1.503, -0.967, 1.221)  -0.15
C (0.314, -0.325, 0.486)  -0.37
C (-0.919, 0.639, 0.769)  -0.16
C (-1.582, 0.088, -0.409)  -0.32
C (-0.749, -1.322, -0.001)  -0.08
C (-0.229, 1.373, -1.769)  -0.19
C (0.615, 0.319, -1.021)  -0.01
H (2.028, 1.294, 2.347)  0.19
H (3.059, -0.556, 2.793)  0.07
H (1.700, -2.102, 0.904)  0.15
H (-1.596, 0.375, 1.688)  0.15
H (-0.815, 1.596, 0.951)  0.04
H (-2.844, 0.172, -0.336)  0.20
H (-1.188, -1.818, 0.944)  0.13
H (-0.793, -1.867, -0.908)  0.09
H (0.189, 1.646, -2.810)  0.13
H (-0.825, 2.245, -1.358)  0.13
H (1.317, -0.458, -1.390)  0.13
N (-0.922, 0.217, -1.640)  -0.08

Summary:
total charge	0
Kohn-Sham gap	9.81	eV
E_LUMO	0.032	Eh
HOMO	-8.94	eV
energy above the lowest of the compared OMol25 structures with the same formula, charge and spin	716.7	kJ/mol
spin multiplicity	1